(1)
DFT (wB97M-V/def2-TZVPD) results for a 2-piece molecular cluster, C9H16Si2 overall in a non-equilibrium geometry.

The geometry in ORCA input format:
```
! RIJCOSX wB97M-V def2-TZVPD def2/J DEFGRID3
* xyz 0 1
C -3.18 -1.45 -0.18
C -2.99 -0.54 -1.23
C -2.55 -1.22 1.03
C -2.17 0.54 -1.03
C -1.78 -0.13 1.23
C -1.47 0.69 0.14
C 0.62 2.90 -1.18
C 3.36 -0.38 -0.56
C 1.34 -1.97 1.22
Si 0.11 1.71 0.24
Si 2.33 -0.38 1.03
H -3.90 -2.28 -0.20
H -3.37 -0.77 -2.17
H -2.86 -1.90 1.88
H -1.80 1.14 -1.91
H -1.19 0.16 2.12
H 1.30 3.61 -0.75
H 1.24 2.27 -1.81
H -0.11 3.50 -1.81
H 3.86 0.51 -0.89
H 4.20 -1.13 -0.74
H 2.76 -0.69 -1.37
H 2.08 -2.59 0.87
H 0.69 -2.08 2.06
H 0.61 -1.93 0.34
H -0.40 2.54 1.42
H 3.24 -0.13 2.26
*
```

Computed properties:
ΔE to the lowest compared entry with this formula, charge and spin   1.521 eV
Total energy   -931.41548 hartree

These are the Mulliken partial charges, in e, on atoms 1 to 6:
1 C -0.480
2 C -0.436
3 C -0.336
4 C -0.526
5 C -0.595
6 C 0.622

---

(2)
DFT (wB97M-V/def2-TZVPD) results for C9H17BN as an isolated structure in a non-equilibrium geometry.

The geometry in ORCA input format:
```
! RIJCOSX wB97M-V def2-TZVPD def2/J DEFGRID3
* xyz 1 1
B 1.90 -1.09 -0.79
C 1.30 -2.24 -0.22
C 2.00 0.37 -1.00
C 1.55 -0.31 1.43
C -0.78 -0.87 0.59
C 0.12 1.52 0.55
C -1.62 0.94 -1.11
C 0.60 -1.38 0.90
C 1.56 0.85 0.45
C -1.14 0.71 0.34
N -2.57 -0.12 -1.58
H 0.56 -2.59 -0.82
H 1.71 -3.21 0.21
H 2.65 0.99 -1.50
H -2.03 1.92 -1.08
H 1.28 0.12 2.47
H 2.51 -0.66 1.44
H -0.98 -1.30 -0.48
H -1.50 -1.43 1.20
H 0.17 2.04 1.56
H 0.04 2.34 -0.17
H -0.80 0.99 -1.82
H 0.52 -2.09 1.67
H 2.30 1.66 0.75
H -1.93 0.98 1.05
H -2.99 -0.31 -0.70
H 1.03 0.34 -1.71
H -3.27 0.26 -2.28
*
```

Computed properties:
ΔE to the lowest compared entry with this formula, charge and spin   1.294 eV
Total energy   -432.36850 hartree

These are the Mulliken partial charges, in e, on atoms 1 to 6:
1 B -0.307
2 C -0.760
3 C -0.507
4 C -1.456
5 C -0.883
6 C -1.364

---

(3)
DFT (wB97M-V/def2-TZVPD) results for a 2-piece molecular cluster, C9H17Br2Cl2NO3PS overall in a non-equilibrium geometry.

The geometry in ORCA input format:
```
! RIJCOSX wB97M-V def2-TZVPD def2/J DEFGRID3
* xyz 1 1
C -2.11 -4.13 0.47
C -2.39 -2.49 0.31
Br -2.07 -1.50 -1.40
C -2.90 -1.78 1.51
Br -3.19 -2.88 3.20
S -3.33 0.04 1.65
C -1.99 1.17 1.02
Cl -2.61 2.93 1.35
C -0.55 1.05 1.78
C 0.63 0.66 0.66
Cl -0.53 -0.02 3.29
P -4.96 0.32 0.22
O -5.33 -1.18 -0.61
O -6.36 0.72 1.19
H -1.40 -4.38 1.37
H -3.13 -4.72 0.68
H -1.63 -4.58 -0.51
H -1.81 1.14 -0.15
H -0.25 2.15 2.15
H 1.64 1.11 1.12
H 0.71 -0.49 0.46
H 0.45 1.29 -0.34
H -5.25 -0.98 -1.61
H -6.06 0.54 2.15
C 4.54 2.02 -0.29
C 3.56 1.73 -1.38
O 2.38 2.07 -1.31
N 4.00 1.06 -2.49
C 5.34 0.58 -2.76
H 4.04 2.56 0.52
H 4.95 1.09 0.11
H 5.35 2.65 -0.67
H 3.28 0.90 -3.18
H 5.68 1.05 -3.68
H 5.28 -0.50 -2.90
H 6.03 0.80 -1.95
*
```

Computed properties:
Total energy   -7441.17269 hartree

These are the Mulliken partial charges, in e, on atoms 1 to 6:
1 C -1.108
2 C 0.586
3 Br -0.098
4 C -0.056
5 Br -0.029
6 S 0.011

---

(4)
DFT (wB97M-V/def2-TZVPD) results for C9H17Cl3MgN10O7P2Si as an isolated structure in a non-equilibrium geometry.

The geometry in ORCA input format:
```
! RIJCOSX wB97M-V def2-TZVPD def2/J DEFGRID3
* xyz -2 1
Mg -0.07 -0.54 -0.91
N 3.26 2.35 -1.01
C 3.22 0.98 -0.76
N 4.26 0.38 -0.15
N 3.96 -0.91 -0.09
N 2.79 -1.06 -0.64
N 2.27 0.12 -1.08
C 2.14 3.09 -1.38
N 1.91 4.33 -0.90
N 0.75 4.69 -1.40
N 0.36 3.69 -2.14
N 1.21 2.67 -2.19
H 3.91 2.84 -0.43
C -2.80 -0.23 -4.04
C -2.02 -0.30 -2.75
O -0.60 -0.61 -2.97
P -2.10 1.30 -1.79
O -2.07 2.52 -2.68
O -3.55 1.28 -1.10
O -0.97 1.20 -0.79
P -2.61 -1.63 -1.58
O -2.23 -2.90 -2.45
O -4.08 -1.50 -1.33
O -1.69 -1.50 -0.38
H -2.44 0.60 -4.65
H -3.86 -0.07 -3.82
H -2.70 -1.17 -4.59
H -0.58 -1.57 -3.17
H -0.62 3.53 -2.47
H -3.94 0.36 -0.97
H -1.58 -3.57 -2.01
C 0.03 -1.71 4.19
C 0.29 -0.25 3.80
C 1.63 0.23 4.37
C -0.86 0.65 4.25
C 0.39 -0.19 2.33
N 0.47 -0.14 1.19
H 0.04 -1.79 5.29
H 0.79 -2.37 3.77
H -0.94 -2.04 3.82
H 1.61 0.17 5.46
H 1.83 1.27 4.08
H 2.45 -0.39 4.00
H -0.96 0.59 5.34
H -1.79 0.35 3.78
H -0.66 1.69 3.98
Cl 3.02 -3.73 -1.88
Si 1.55 -2.56 -0.87
Cl -0.21 -4.82 -1.40
Cl 1.80 -3.29 1.12
*
```

Computed properties:
ΔE to the lowest compared entry with this formula, charge and spin   1.297 eV
Total energy   -3980.88390 hartree

These are the Mulliken partial charges, in e, on atoms 1 to 6:
1 Mg 2.456
2 N -0.114
3 C 0.340
4 N -0.602
5 N -0.568
6 N 0.673

---

(5)
DFT (wB97M-V/def2-TZVPD) results for an isolated ion of composition C9H17ClFN2O2 and charge -1 in a non-equilibrium geometry.

The geometry in ORCA input format:
```
! RIJCOSX wB97M-V def2-TZVPD def2/J DEFGRID3
* xyz -1 1
C -0.49 2.24 2.81
N -1.41 1.07 2.54
C -2.05 1.13 1.17
N -1.63 0.05 0.21
C -0.17 0.09 -0.17
C -0.08 -0.70 -1.64
C 1.28 -0.37 -2.48
C 1.79 -1.58 -3.48
Cl 1.82 -3.26 -2.70
C 0.45 1.58 -0.43
O 1.66 1.98 0.04
O -0.33 2.55 -1.27
C 0.72 -0.79 0.95
C 0.02 -2.24 1.32
F 2.10 -1.08 0.49
H -0.82 3.25 2.31
H 0.59 1.94 2.42
H -0.37 2.45 3.97
H -2.17 1.07 3.28
H -2.00 2.23 0.71
H -3.22 0.96 1.36
H -2.27 0.07 -0.61
H -0.99 -0.33 -2.32
H -0.28 -1.83 -1.43
H 2.21 -0.05 -1.84
H 1.03 0.56 -3.19
H 2.93 -1.33 -3.77
H 1.22 -1.60 -4.52
H 0.83 -0.20 1.98
H -1.13 -2.19 1.51
H 0.52 -2.66 2.31
H 0.23 -3.01 0.46
*
```

Computed properties:
Total energy   -1173.04818 hartree

These are the Mulliken partial charges, in e, on atoms 1 to 6:
1 C -0.661
2 N -0.316
3 C -0.601
4 N -0.241
5 C 0.822
6 C -1.079

---

(6)
DFT (wB97M-V/def2-TZVPD) results for one molecule with the formula C9H17N3O2S in a non-equilibrium geometry.

The geometry in ORCA input format:
```
! RIJCOSX wB97M-V def2-TZVPD def2/J DEFGRID3
* xyz 0 1
C 1.92 0.57 -0.17
C 0.70 -0.21 0.03
C 4.27 1.90 -1.11
C -0.64 -0.35 -0.64
C -0.72 0.45 -1.92
C -4.47 -1.10 1.36
C -1.94 -0.40 0.25
C -3.21 -1.39 2.16
C -1.97 -1.55 1.19
N 3.01 0.51 0.49
N 5.49 2.48 -1.18
N 4.09 1.24 0.12
O 3.41 1.92 -1.94
O 1.03 -1.76 -2.11
S 0.43 -1.81 -0.77
H 1.84 1.44 -0.80
H 0.72 -0.43 1.13
H -1.73 0.90 -2.18
H -0.46 -0.35 -2.62
H 0.02 1.32 -1.88
H -4.68 -1.96 0.79
H -4.43 -0.12 0.94
H -5.34 -1.04 2.05
H -1.95 0.51 0.99
H -2.69 -0.18 -0.41
H -3.28 -2.28 2.66
H -3.02 -0.67 3.00
H -1.11 -1.53 1.79
H -2.11 -2.55 0.59
H 6.06 2.45 -0.32
H 5.75 3.10 -1.93
H 4.99 0.89 0.44
*
```

Computed properties:
ΔE to the lowest compared entry with this formula, charge and spin   4.147 eV
Total energy   -1065.94217 hartree

These are the Mulliken partial charges, in e, on atoms 1 to 6:
1 C -0.698
2 C -0.047
3 C 0.607
4 C 1.131
5 C -1.168
6 C -1.165

---

(7)
DFT (wB97M-V/def2-TZVPD) results for a 2-piece molecular cluster, C9H17N3O3 overall in a non-equilibrium geometry.

The geometry in ORCA input format:
```
! RIJCOSX wB97M-V def2-TZVPD def2/J DEFGRID3
* xyz 0 1
C 2.29 2.72 -0.07
C -0.02 1.90 -0.04
C -1.33 0.88 -1.61
C -1.70 -0.17 -0.73
C -2.68 -1.25 -1.12
C -1.09 -0.16 0.57
C -1.33 -1.32 1.56
C -0.20 0.83 0.92
C 3.30 -2.06 -1.08
H 2.40 2.38 -1.07
H 2.76 2.01 0.62
H 2.85 3.72 0.07
H 0.61 3.70 -0.40
H -1.72 0.94 -2.64
H -2.95 -1.14 -2.16
H -2.10 -2.20 -1.06
H -4.37 -0.37 -0.76
H -2.35 -1.70 1.46
H -1.26 -0.85 2.44
H 0.40 -2.06 1.46
H 0.78 2.03 2.04
H 2.45 -2.53 -0.57
H 3.12 -0.99 -1.20
H 3.27 -2.35 -2.14
H 4.90 -3.21 -0.97
H 5.27 -1.70 -0.32
N 0.85 2.94 0.25
N -0.61 1.92 -1.28
N 4.54 -2.46 -0.39
O -3.91 -1.19 -0.35
O -0.48 -2.46 1.38
O 0.52 1.05 2.06
*
```

Computed properties:
ΔE to the lowest compared entry with this formula, charge and spin   1.774 eV
Total energy   -743.05371 hartree

These are the Mulliken partial charges, in e, on atoms 1 to 6:
1 C -0.836
2 C 0.496
3 C -0.941
4 C 0.719
5 C -0.882
6 C 0.084

---

(8)
DFT (wB97M-V/def2-TZVPD) results for C9H17N3OP as an isolated structure in a non-equilibrium geometry.

The geometry in ORCA input format:
```
! RIJCOSX wB97M-V def2-TZVPD def2/J DEFGRID3
* xyz 1 1
C -1.07 -0.98 0.56
C -1.55 0.45 -0.96
C 4.88 0.24 1.37
C -4.38 1.19 1.08
C -4.99 -0.51 -0.71
C 4.09 -1.58 -0.78
C 4.22 0.75 0.02
C -3.99 0.54 -0.29
C 3.48 -0.21 -0.77
N -2.33 -0.90 0.67
N -2.66 0.11 -0.23
N -0.53 -0.25 -0.45
O 1.60 1.45 -1.65
P 1.71 0.30 -0.80
H -0.55 -1.73 1.14
H -1.57 1.16 -1.67
H 4.26 -0.59 1.92
H 5.85 -0.29 1.15
H 5.15 1.08 1.95
H -3.63 1.09 1.97
H -5.29 0.74 1.58
H -4.60 2.19 0.94
H -5.22 -1.13 0.21
H -4.28 -1.10 -1.35
H -5.89 -0.26 -1.20
H 3.65 -2.38 -1.39
H 4.06 -2.17 0.26
H 5.08 -1.35 -0.95
H 4.80 1.14 -0.84
H 3.69 1.69 0.31
H -3.98 1.29 -1.11
*
```

Computed properties:
ΔE to the lowest compared entry with this formula, charge and spin   3.951 eV
Total energy   -933.59054 hartree

These are the Mulliken partial charges, in e, on atoms 1 to 6:
1 C -0.249
2 C -0.107
3 C -0.998
4 C -1.215
5 C -1.362
6 C -1.291

---

Which value of total energy does entry 6 give? -1065.94217 hartree

---

Which formula does entry 4 have? C9H17Cl3MgN10O7P2Si

---

Repeat the second record exactly.
DFT (wB97M-V/def2-TZVPD) results for C9H17BN as an isolated structure in a non-equilibrium geometry.

The geometry in ORCA input format:
```
! RIJCOSX wB97M-V def2-TZVPD def2/J DEFGRID3
* xyz 1 1
B 1.90 -1.09 -0.79
C 1.30 -2.24 -0.22
C 2.00 0.37 -1.00
C 1.55 -0.31 1.43
C -0.78 -0.87 0.59
C 0.12 1.52 0.55
C -1.62 0.94 -1.11
C 0.60 -1.38 0.90
C 1.56 0.85 0.45
C -1.14 0.71 0.34
N -2.57 -0.12 -1.58
H 0.56 -2.59 -0.82
H 1.71 -3.21 0.21
H 2.65 0.99 -1.50
H -2.03 1.92 -1.08
H 1.28 0.12 2.47
H 2.51 -0.66 1.44
H -0.98 -1.30 -0.48
H -1.50 -1.43 1.20
H 0.17 2.04 1.56
H 0.04 2.34 -0.17
H -0.80 0.99 -1.82
H 0.52 -2.09 1.67
H 2.30 1.66 0.75
H -1.93 0.98 1.05
H -2.99 -0.31 -0.70
H 1.03 0.34 -1.71
H -3.27 0.26 -2.28
*
```

Computed properties:
ΔE to the lowest compared entry with this formula, charge and spin   1.294 eV
Total energy   -432.36850 hartree

These are the Mulliken partial charges, in e, on atoms 1 to 6:
1 B -0.307
2 C -0.760
3 C -0.507
4 C -1.456
5 C -0.883
6 C -1.364